Density functional theory data (the ωB97M-V functional and the def2-TZVPD basis) for a 14-piece molecular cluster, C81H166O3S overall.

As for the frontier orbital gap: 9.48 eV. The calculation puts the strongest force on any atom at 3.45 eV/Å. The calculation puts the HOMO energy at -9.066 eV. The calculation puts the electronic energy at -3809.62043 Eh.

Cartesian coordinates (Å):
O1 -0.006 0.582 10.055
S1 -0.416 1.547 9.052
O2 -1.810 1.853 8.721
O3 0.261 2.970 9.471
C1 1.562 2.958 10.065
C2 1.764 4.319 10.739
C3 0.546 1.284 7.552
H1 2.394 2.845 9.370
H2 1.483 2.230 10.873
H3 1.986 5.094 10.006
H4 2.621 4.286 11.411
H5 0.814 4.496 11.244
H6 0.181 0.325 7.184
H7 1.622 1.350 7.707
H8 0.239 2.036 6.825
C4 -3.429 -6.784 12.518
C5 -4.236 -6.020 11.708
C6 -3.979 -4.661 11.602
C7 -2.937 -4.045 12.268
C8 -2.080 -4.848 13.105
C9 -2.389 -6.177 13.214
H9 -3.515 -7.861 12.519
H10 -5.092 -6.439 11.201
H11 -4.700 -4.077 11.048
H12 -2.762 -2.993 12.098
H13 -1.268 -4.472 13.710
H14 -1.756 -6.779 13.849
C10 -3.666 0.435 12.067
C11 -2.438 -0.122 12.360
C12 -2.013 -0.103 13.665
C13 -2.825 0.344 14.675
C14 -4.134 0.772 14.371
C15 -4.506 0.891 13.064
H15 -3.881 0.374 11.010
H16 -1.742 -0.456 11.605
H17 -1.057 -0.548 13.901
H18 -2.413 0.310 15.673
H19 -4.804 0.925 15.204
H20 -5.484 1.226 12.752
C16 -0.443 -7.839 7.069
C17 -0.240 -7.591 8.424
C18 0.783 -6.794 8.912
C19 1.676 -6.310 7.985
C20 1.542 -6.438 6.649
C21 0.435 -7.211 6.179
H21 -1.320 -8.382 6.749
H22 -1.012 -7.950 9.089
H23 0.974 -6.654 9.965
H24 2.527 -5.734 8.315
H25 2.237 -6.053 5.918
H26 0.321 -7.381 5.118
C22 5.831 -3.271 15.073
C23 5.481 -2.904 16.541
C24 5.599 -1.420 16.841
C25 7.110 -0.981 16.841
C26 7.340 0.450 17.270
C27 8.638 0.706 17.962
H27 5.353 -2.563 14.396
H28 5.501 -4.298 14.917
H29 6.896 -3.356 14.855
H30 4.526 -3.301 16.884
H31 6.042 -3.476 17.280
H32 5.153 -1.224 17.816
H33 5.035 -0.845 16.107
H34 7.676 -1.625 17.514
H35 7.516 -1.157 15.845
H36 7.213 1.057 16.374
H37 6.509 0.604 17.958
H38 9.453 0.334 17.341
H39 8.836 1.769 18.099
H40 8.622 0.325 18.983
C28 3.541 -0.512 9.226
C29 4.760 -1.285 8.649
C30 5.208 -2.478 9.388
C31 5.882 -2.226 10.770
C32 7.413 -2.065 10.638
C33 8.094 -1.930 12.002
H41 2.964 -0.094 8.401
H42 3.847 0.164 10.024
H43 2.906 -1.159 9.832
H44 4.485 -1.585 7.637
H45 5.579 -0.575 8.534
H46 5.939 -2.959 8.739
H47 4.352 -3.126 9.576
H48 5.398 -1.350 11.202
H49 5.771 -3.108 11.401
H50 7.877 -2.949 10.199
H51 7.568 -1.225 9.961
H52 7.766 -2.821 12.536
H53 9.180 -1.870 11.928
H54 7.727 -1.076 12.572
C34 3.122 1.563 18.079
C35 2.317 0.327 18.576
C36 1.828 -0.484 17.390
C37 1.398 -1.913 17.752
C38 0.642 -2.632 16.581
C39 0.361 -4.101 16.796
H55 3.994 1.212 17.527
H56 3.551 2.172 18.875
H57 2.569 2.195 17.385
H58 2.888 -0.279 19.280
H59 1.461 0.696 19.140
H60 2.546 -0.518 16.570
H61 1.032 0.130 16.968
H62 2.310 -2.508 17.796
H63 0.852 -1.981 18.693
H64 -0.253 -2.071 16.311
H65 1.239 -2.557 15.672
H66 1.223 -4.651 17.175
H67 -0.470 -4.177 17.497
H68 -0.021 -4.558 15.884
C40 -6.138 -10.455 15.956
C41 -4.616 -10.346 15.558
C42 -4.013 -9.015 16.186
C43 -2.518 -9.105 16.375
C44 -1.868 -7.818 16.879
C45 -0.324 -7.892 17.049
H69 -6.299 -10.250 17.014
H70 -6.463 -11.465 15.705
H71 -6.695 -9.708 15.390
H72 -4.035 -11.195 15.918
H73 -4.589 -10.310 14.469
H74 -4.457 -8.834 17.165
H75 -4.383 -8.163 15.615
H76 -2.262 -9.895 17.080
H77 -2.029 -9.258 15.413
H78 -2.045 -7.053 16.124
H79 -2.324 -7.510 17.820
H80 0.177 -7.767 16.089
H81 0.044 -7.095 17.696
H82 -0.151 -8.881 17.472
C46 -4.437 -10.599 9.394
C47 -3.220 -10.271 10.251
C48 -2.183 -11.376 10.577
C49 -1.256 -11.071 11.806
C50 -0.668 -9.640 11.824
C51 0.273 -9.560 12.956
H83 -4.023 -10.576 8.386
H84 -5.289 -9.930 9.514
H85 -4.760 -11.617 9.612
H86 -2.767 -9.389 9.797
H87 -3.576 -9.830 11.182
H88 -1.537 -11.519 9.711
H89 -2.629 -12.343 10.810
H90 -1.849 -11.294 12.693
H91 -0.423 -11.764 11.922
H92 -0.021 -9.507 10.957
H93 -1.456 -8.887 11.816
H94 -0.302 -9.864 13.831
H95 1.254 -10.019 12.833
H96 0.471 -8.502 13.124
C52 6.351 -5.999 11.393
C53 6.705 -7.434 11.613
C54 7.244 -8.134 10.331
C55 8.132 -9.383 10.644
C56 8.506 -10.257 9.446
C57 9.144 -11.568 9.865
H97 7.255 -5.501 11.041
H98 5.994 -5.517 12.304
H99 5.486 -5.924 10.735
H100 7.496 -7.498 12.359
H101 5.794 -7.927 11.952
H102 7.910 -7.456 9.798
H103 6.412 -8.442 9.697
H104 9.039 -9.064 11.157
H105 7.635 -10.113 11.284
H106 7.610 -10.493 8.873
H107 9.160 -9.817 8.693
H108 9.190 -12.285 9.045
H109 10.198 -11.536 10.140
H110 8.635 -11.997 10.729
C58 4.590 0.687 13.327
C59 5.287 1.785 14.132
C60 4.540 3.075 14.381
C61 5.376 4.290 14.888
C62 5.662 4.168 16.350
C63 6.683 5.194 16.821
H111 4.282 0.945 12.314
H112 3.672 0.358 13.814
H113 5.261 -0.170 13.261
H114 5.569 1.282 15.057
H115 6.289 2.036 13.785
H116 3.679 2.834 15.004
H117 4.109 3.299 13.405
H118 6.312 4.405 14.342
H119 4.736 5.167 14.795
H120 4.775 4.178 16.983
H121 6.080 3.178 16.532
H122 6.349 6.231 16.809
H123 7.080 4.971 17.811
H124 7.539 5.058 16.161
C64 -2.596 -1.748 8.429
C65 -1.529 -2.767 8.011
C66 -1.606 -3.201 6.547
C67 -0.878 -2.129 5.697
C68 -0.621 -2.574 4.234
C69 0.028 -1.519 3.350
H125 -2.466 -0.833 7.851
H126 -2.411 -1.367 9.433
H127 -3.606 -2.121 8.261
H128 -0.538 -2.449 8.333
H129 -1.643 -3.673 8.606
H130 -2.598 -3.339 6.117
H131 -1.241 -4.218 6.403
H132 -1.344 -1.145 5.745
H133 0.052 -1.973 6.243
H134 0.073 -3.415 4.225
H135 -1.580 -2.981 3.913
H136 -0.636 -1.187 2.551
H137 0.519 -0.703 3.880
H138 0.825 -2.062 2.841
C70 2.986 -6.559 14.369
C71 2.553 -5.912 13.019
C72 1.987 -4.552 13.164
C73 1.529 -3.867 11.852
C74 0.851 -2.511 12.061
C75 1.718 -1.310 12.590
H139 3.622 -5.878 14.933
H140 3.421 -7.547 14.217
H141 2.137 -6.624 15.049
H142 3.456 -5.820 12.416
H143 1.922 -6.607 12.465
H144 2.728 -3.899 13.625
H145 1.172 -4.521 13.887
H146 2.369 -3.744 11.168
H147 0.744 -4.496 11.434
H148 0.356 -2.252 11.125
H149 -0.008 -2.555 12.731
H150 1.104 -0.427 12.415
H151 2.085 -1.534 13.592
H152 2.615 -1.270 11.972
C76 5.415 -9.851 14.143
C77 6.409 -11.093 14.146
C78 6.132 -12.112 12.941
C79 7.217 -13.161 12.860
C80 7.014 -14.555 13.601
C81 5.902 -15.459 12.974
H153 5.800 -9.455 13.203
H154 5.574 -9.151 14.963
H155 4.353 -10.047 13.992
H156 7.420 -10.692 14.210
H157 6.268 -11.665 15.063
H158 6.086 -11.634 11.962
H159 5.133 -12.549 12.959
H160 7.368 -13.462 11.823
H161 8.156 -12.697 13.160
H162 7.977 -15.064 13.582
H163 6.719 -14.351 14.630
H164 5.764 -16.421 13.469
H165 4.965 -14.905 12.921
H166 6.259 -15.770 11.992